No. 1
Formula: C4H2NO3
Source: the Open Molecules 2025 dataset
Level of theory: ωB97M-V/def2-TZVPD

- Strongest force on any atom: 4.808 eV/Å
- Lowest unoccupied orbital energy: 3.931 eV
- Total charge: -1
- Energy: -11814.1180 eV
- SMILES string: O=c1ccoc([O-])n1
- Energy above the lowest of the compared OMol25 structures with the same formula, charge and spin: 10.0 kJ/mol
- Spin multiplicity: 1
- E_HOMO: -4.73 eV
- Molar mass: 112.06 g mol⁻¹

Last column: Mulliken charge in e.
Element x y z (Å)
C 0.90 0.30 0.59  -0.352
C 0.11 -0.63 1.15  -0.047
C 0.46 1.00 -0.68  0.526
C -1.16 -0.64 -0.89  0.540
N -0.56 0.37 -1.33  -0.580
O 1.00 2.05 -1.07  -0.688
O -2.08 -1.15 -1.44  -0.645
O -0.84 -1.25 0.43  -0.365
H 1.76 0.87 1.10  0.257
H 0.40 -0.91 2.15  0.354

=====

No. 2
Formula: C7H10
Source: the Open Molecules 2025 dataset
Level of theory: ωB97M-V/def2-TZVPD

- Strongest force on any atom: 12.170 eV/Å
- Lowest unoccupied orbital energy (alpha / beta): 1.014 / -1.890 eV
- Total charge: 0
- Energy: -7411.4998 eV
- Expectation value of S²: 2.01
- Energy above the lowest of the compared OMol25 structures with the same formula, charge and spin: 374.3 kJ/mol
- Spin multiplicity: 3
- E_HOMO (alpha / beta): -3.24 / -9.56 eV
- Molar mass: 94.16 g mol⁻¹

Last column: Mulliken charge in e.
Element x y z (Å)
C -0.62 2.16 1.04  -0.242
C -0.90 1.90 -0.10  0.179
C 0.28 -1.68 0.26  0.359
C 1.11 -0.84 0.48  0.572
C -1.21 1.63 -1.48  -1.151
C -0.73 -2.68 0.00  -1.389
C 2.13 0.14 0.80  -1.281
H -0.40 2.36 2.04  0.378
H -2.28 1.57 -1.63  0.296
H -0.75 0.68 -1.77  0.252
H -0.81 2.42 -2.11  0.300
H -0.50 -3.22 -0.92  0.309
H -1.71 -2.21 -0.11  0.292
H -0.77 -3.38 0.83  0.289
H 2.51 -0.06 1.80  0.306
H 1.70 1.13 0.77  0.196
H 2.95 0.09 0.09  0.334